[1]
Entry from OMol25: C23H25N4NbS as an isolated structure at a distorted geometry (ωB97M-V/def2-TZVPD).

```
54
Properties=species:S:1:pos:R:3
Nb -0.43 0.74 -1.28
C -4.85 -1.61 0.43
C -4.49 -0.51 -0.59
C -5.56 0.62 -0.42
C -3.07 0.15 -0.27
C -2.72 1.54 -0.61
C -1.63 2.18 0.09
C -0.84 1.42 0.99
C 0.14 2.20 1.94
C -1.05 -0.01 1.17
C -2.16 -0.59 0.49
H -5.94 -1.63 0.63
H -4.15 -1.65 1.32
H -4.70 -2.62 0.04
H -4.48 -0.93 -1.65
H -5.51 1.07 0.57
H -6.56 0.19 -0.46
H -5.38 1.31 -1.30
H -3.26 2.15 -1.37
H -1.50 3.23 0.06
H 0.88 1.47 2.27
H -0.45 2.81 2.66
H 0.71 2.93 1.27
H -0.26 -0.61 1.65
H -2.16 -1.73 0.56
N 1.71 3.94 -2.32
C 1.36 2.71 -1.90
S 0.39 1.87 -3.18
N 1.89 2.02 -0.89
N 1.50 0.70 -0.90
C 2.01 -0.37 -0.21
C 3.29 -0.44 0.58
C 4.35 0.41 0.32
C 5.24 0.82 1.29
C 5.18 0.28 2.62
C 4.29 -0.79 2.81
C 3.39 -1.16 1.78
C 1.42 -1.53 -0.77
C 2.00 -2.80 -0.56
C 1.39 -3.93 -1.09
C 0.21 -3.75 -1.78
C -0.48 -2.49 -1.81
N 0.15 -1.43 -1.35
H 1.37 4.37 -3.14
H 2.41 4.41 -1.73
H 4.42 0.86 -0.65
H 5.87 1.61 1.04
H 5.86 0.59 3.40
H 4.30 -1.44 3.72
H 2.73 -2.00 2.07
H 3.05 -2.75 -0.21
H 1.78 -4.88 -0.85
H -0.21 -4.63 -2.28
H -1.48 -2.34 -2.20
```

LUMO energy (spin up / spin down) = -15.9 / -15.9 eV
Energy relative to the best compared isomer or geometry (same formula, charge and spin) = 0.00 kcal per mole
Orbital gap (spin up / spin down) = 5.04 / 5.00 eV
Charge = +4
HOMO level (spin up / spin down) = -20.95 / -20.93 eV

[2]
Entry from OMol25: C15H34BrI2NO10P3 as an isolated structure at a distorted geometry (ωB97M-V/def2-TZVPD).

```
66
Properties=species:S:1:pos:R:3
O -0.48 1.23 -0.56
P -1.08 -0.12 -1.49
O -2.64 0.19 -2.18
C 0.19 -0.78 -2.75
O 0.84 0.17 -3.71
P 2.53 0.39 -3.31
O 4.24 0.17 -3.01
I 3.17 1.43 -5.50
C 2.41 2.24 -2.75
C 3.79 3.04 -2.33
C 3.64 4.64 -1.91
C 2.12 5.26 -1.98
N 0.85 4.56 -2.33
C 1.02 3.11 -2.71
O 2.37 -0.33 -1.72
C 1.39 -1.47 -1.81
Br 2.16 -3.25 -2.45
P 0.60 -2.05 -0.12
O 1.82 -2.95 0.81
I -1.15 -3.78 -0.54
H -1.20 1.39 0.14
H -3.24 0.41 -1.39
H -0.36 -1.56 -3.44
H 2.69 -0.85 -4.06
H 4.78 0.73 -3.65
H 4.87 2.60 -2.31
H 4.54 5.33 -1.61
H 2.03 6.42 -1.71
H 0.02 2.53 -3.02
H 1.71 -3.90 0.45
C -0.41 7.67 -4.55
C -0.85 8.52 -3.38
O -1.89 7.87 -2.67
H -1.25 7.49 -5.23
H 0.39 8.16 -5.11
H -0.06 6.69 -4.21
H -1.22 9.49 -3.72
H -0.01 8.69 -2.69
H -1.55 7.02 -2.36
C 0.86 0.94 3.84
C -0.19 0.18 3.05
O -0.78 1.04 2.08
H 0.41 1.81 4.34
H 1.32 0.30 4.60
H 1.64 1.33 3.18
H -0.98 -0.18 3.71
H 0.25 -0.67 2.54
H -0.07 1.35 1.49
C -2.11 -7.30 2.20
C -0.65 -7.64 2.07
O 0.05 -6.56 1.46
H -2.55 -7.08 1.23
H -2.67 -8.12 2.66
H -2.24 -6.40 2.82
H -0.52 -8.52 1.43
H -0.20 -7.85 3.04
H -0.06 -5.78 2.04
C -3.19 -4.94 5.86
C -3.00 -3.47 5.57
O -2.78 -3.28 4.18
H -2.32 -5.52 5.55
H -3.36 -5.11 6.93
H -4.05 -5.34 5.31
H -2.13 -3.08 6.11
H -3.88 -2.89 5.87
H -3.56 -3.62 3.71
```

LUMO energy = 1.8 eV
Energy relative to the best compared isomer or geometry (same formula, charge and spin) = 221.06 kcal per mole
Orbital gap = 6.77 eV
Charge = -1
HOMO level = -4.98 eV

[3]
Entry from OMol25: a 4-piece molecular cluster, C32H82N9O6P3S overall at a distorted geometry (ωB97M-V/def2-TZVPD).

```
133
Properties=species:S:1:pos:R:3
C -2.15 5.04 7.50
C -2.35 3.52 7.41
C -2.92 3.07 6.06
C -1.88 3.08 4.93
C -1.21 1.71 4.72
C -0.06 1.86 3.72
C 0.42 0.52 3.14
C 1.23 0.70 1.83
C 2.50 -0.17 1.75
C 3.80 0.63 1.61
C 4.32 0.76 0.14
C 3.16 0.94 -0.81
C 3.52 1.21 -2.24
O 4.82 1.85 -2.44
S 5.08 2.93 -1.33
O 6.29 3.65 -1.61
O 3.96 3.81 -1.17
C 5.32 1.96 0.14
H -2.80 5.56 6.79
H -1.12 5.35 7.31
H -2.39 5.40 8.50
H -3.08 3.24 8.17
H -1.43 2.98 7.63
H -3.72 3.76 5.79
H -3.40 2.09 6.17
H -1.10 3.83 5.09
H -2.39 3.34 4.00
H -1.95 0.98 4.39
H -0.85 1.37 5.70
H -0.44 2.46 2.89
H 0.77 2.35 4.23
H -0.46 -0.11 2.97
H 1.02 0.03 3.92
H 1.47 1.77 1.79
H 0.55 0.46 1.01
H 2.57 -0.71 2.70
H 2.40 -0.95 0.99
H 4.60 0.30 2.28
H 3.57 1.66 1.91
H 4.84 -0.18 -0.06
H 2.46 1.68 -0.41
H 2.61 0.00 -0.80
H 3.48 0.32 -2.86
H 2.76 1.90 -2.63
H 6.33 1.56 0.04
H 5.26 2.57 1.03
C 6.26 -4.31 -4.43
N 6.22 -3.38 -3.31
C 6.77 -2.06 -3.59
P 5.42 -3.61 -1.80
O 4.41 -2.50 -1.99
N 4.32 -4.92 -1.83
C 4.40 -6.08 -2.68
C 2.94 -4.58 -1.51
N 6.70 -4.65 -1.23
C 6.50 -5.06 0.19
C 8.08 -4.12 -1.32
H 6.58 -5.31 -4.12
H 6.99 -3.99 -5.17
H 5.29 -4.39 -4.93
H 7.79 -1.96 -3.20
H 6.16 -1.28 -3.14
H 6.80 -1.86 -4.66
H 4.04 -5.88 -3.70
H 3.78 -6.89 -2.28
H 5.41 -6.49 -2.73
H 2.42 -4.14 -2.37
H 2.89 -3.88 -0.68
H 2.39 -5.47 -1.20
H 6.57 -4.20 0.87
H 7.26 -5.79 0.47
H 5.53 -5.52 0.32
H 8.18 -3.14 -0.86
H 8.40 -4.06 -2.36
H 8.77 -4.80 -0.82
C -2.87 -4.55 -4.13
N -3.00 -4.43 -2.70
C -3.58 -5.58 -2.02
P -2.36 -3.19 -1.71
O -1.43 -3.95 -0.81
N -1.21 -2.21 -2.52
C -1.16 -1.97 -3.94
C 0.12 -2.14 -1.94
N -3.60 -2.04 -2.09
C -3.45 -0.80 -1.28
C -4.99 -2.48 -1.94
H -3.17 -3.64 -4.65
H -3.53 -5.33 -4.51
H -1.85 -4.81 -4.44
H -4.64 -5.42 -1.79
H -3.06 -5.80 -1.09
H -3.51 -6.48 -2.63
H -0.70 -2.80 -4.49
H -0.57 -1.07 -4.15
H -2.15 -1.77 -4.36
H 0.74 -3.00 -2.19
H 0.07 -2.06 -0.85
H 0.64 -1.24 -2.29
H -3.61 -0.99 -0.21
H -4.16 -0.04 -1.60
H -2.46 -0.37 -1.40
H -5.19 -2.92 -0.95
H -5.26 -3.22 -2.70
H -5.67 -1.64 -2.08
C -3.24 5.29 1.41
N -3.48 4.21 0.48
C -2.30 3.72 -0.22
P -4.93 3.33 0.27
O -4.49 1.94 0.62
N -6.05 3.59 1.54
C -6.15 4.79 2.35
C -6.48 2.43 2.30
N -5.71 4.57 -0.67
C -7.03 4.13 -1.19
C -4.96 5.08 -1.84
H -4.00 6.07 1.34
H -2.30 5.79 1.19
H -3.19 4.94 2.45
H -2.24 4.13 -1.24
H -2.31 2.63 -0.31
H -1.38 3.99 0.30
H -5.38 4.82 3.14
H -7.12 4.84 2.84
H -6.08 5.70 1.75
H -5.74 2.14 3.06
H -6.65 1.58 1.65
H -7.42 2.64 2.80
H -6.94 3.31 -1.90
H -7.54 4.96 -1.68
H -7.68 3.80 -0.37
H -4.61 4.28 -2.50
H -4.10 5.67 -1.51
H -5.59 5.75 -2.42
```

LUMO energy = -0.1 eV
SMILES string = CCCCCCCCCC[C@H]1CCOS(=O)(=O)C1.CN(C)P(=O)(N(C)C)N(C)C.CN(C)P(=O)(N(C)C)N(C)C.CN(C)P(=O)(N(C)C)N(C)C
Orbital gap = 7.97 eV
Charge = 0
HOMO level = -8.05 eV

Which of these has the lowest charge?
C15H34BrI2NO10P3

Please write out number 2 again, unchanged.
Entry from OMol25: C15H34BrI2NO10P3 as an isolated structure at a distorted geometry (ωB97M-V/def2-TZVPD).

```
66
Properties=species:S:1:pos:R:3
O -0.48 1.23 -0.56
P -1.08 -0.12 -1.49
O -2.64 0.19 -2.18
C 0.19 -0.78 -2.75
O 0.84 0.17 -3.71
P 2.53 0.39 -3.31
O 4.24 0.17 -3.01
I 3.17 1.43 -5.50
C 2.41 2.24 -2.75
C 3.79 3.04 -2.33
C 3.64 4.64 -1.91
C 2.12 5.26 -1.98
N 0.85 4.56 -2.33
C 1.02 3.11 -2.71
O 2.37 -0.33 -1.72
C 1.39 -1.47 -1.81
Br 2.16 -3.25 -2.45
P 0.60 -2.05 -0.12
O 1.82 -2.95 0.81
I -1.15 -3.78 -0.54
H -1.20 1.39 0.14
H -3.24 0.41 -1.39
H -0.36 -1.56 -3.44
H 2.69 -0.85 -4.06
H 4.78 0.73 -3.65
H 4.87 2.60 -2.31
H 4.54 5.33 -1.61
H 2.03 6.42 -1.71
H 0.02 2.53 -3.02
H 1.71 -3.90 0.45
C -0.41 7.67 -4.55
C -0.85 8.52 -3.38
O -1.89 7.87 -2.67
H -1.25 7.49 -5.23
H 0.39 8.16 -5.11
H -0.06 6.69 -4.21
H -1.22 9.49 -3.72
H -0.01 8.69 -2.69
H -1.55 7.02 -2.36
C 0.86 0.94 3.84
C -0.19 0.18 3.05
O -0.78 1.04 2.08
H 0.41 1.81 4.34
H 1.32 0.30 4.60
H 1.64 1.33 3.18
H -0.98 -0.18 3.71
H 0.25 -0.67 2.54
H -0.07 1.35 1.49
C -2.11 -7.30 2.20
C -0.65 -7.64 2.07
O 0.05 -6.56 1.46
H -2.55 -7.08 1.23
H -2.67 -8.12 2.66
H -2.24 -6.40 2.82
H -0.52 -8.52 1.43
H -0.20 -7.85 3.04
H -0.06 -5.78 2.04
C -3.19 -4.94 5.86
C -3.00 -3.47 5.57
O -2.78 -3.28 4.18
H -2.32 -5.52 5.55
H -3.36 -5.11 6.93
H -4.05 -5.34 5.31
H -2.13 -3.08 6.11
H -3.88 -2.89 5.87
H -3.56 -3.62 3.71
```

LUMO energy = 1.8 eV
Energy relative to the best compared isomer or geometry (same formula, charge and spin) = 221.06 kcal per mole
Orbital gap = 6.77 eV
Charge = -1
HOMO level = -4.98 eV

What is the charge in the first record?
+4